DFT (the ωB97M-V functional and the def2-TZVPD basis) results for a 9-piece molecular cluster, C44H113N7O15 overall in a non-equilibrium geometry.

Its LUMO energy is 0.43 eV. As for the HOMO energy: -8.73 eV. The SMILES is COC[C@H](C)N.COCCNCCOC.COCCNCCOC.COCCNCCOC.COCCNCCOC.COCCNCCOC.COCCNCCOC.CCO.CCO. For the total energy, the calculation gives -88589.0608 eV.

```
! wB97M-V def2-TZVPD RIJCOSX def2/J DEFGRID3
* xyz 0 1
H -17.56033 -28.24519 12.53310
H -10.63691 -28.63361 28.43282
C -24.72072 -19.22303 9.79838
C -17.00111 -10.73104 26.82785
H -20.79501 -26.88631 12.61251
H -18.39002 -26.89313 13.27941
O -15.81748 -11.12101 27.51547
H -20.34290 -16.46078 2.18293
C -11.46275 -20.26331 16.17652
H -29.54139 -18.96556 19.67934
H -21.81712 -21.05400 15.85566
H -10.41282 -19.72632 14.38575
H -13.92471 -10.54788 27.72121
H -27.95757 -24.95172 18.25440
H -34.18843 -19.15496 22.50840
C -27.70938 -27.06667 18.30466
H -35.42538 -21.45938 20.93290
H -28.10365 -16.12202 19.90997
H -10.29923 -22.50331 15.33456
H -20.49117 -17.54142 -0.40572
C -13.14491 -28.43503 28.33601
H -31.29071 -24.17563 15.42459
H -33.08105 -25.90619 16.21868
C -18.42574 -27.58890 12.44113
N -20.76672 -27.49707 11.80860
N -9.89044 -21.69214 14.89298
C -19.52244 -17.74492 3.70957
H -31.19452 -20.57827 21.07887
H -13.63687 -27.67518 21.85346
O -12.24724 -27.32442 28.05388
H -29.05128 -24.44999 14.83524
H -19.94119 -13.84307 26.48610
H -15.13274 -29.22047 24.76747
C -29.57378 -19.47879 21.83060
C -21.32048 -22.50037 17.36548
C -17.72823 -17.25244 5.24359
H -7.67954 -23.13666 13.92262
H -12.05494 -19.36164 16.02031
H -21.15213 -21.87053 18.23901
C -20.20845 -28.82964 13.78474
H -8.89207 -21.42365 13.04491
H -25.39319 -18.37040 9.70401
H -31.12341 -24.88091 17.01830
H -17.21704 -9.69494 27.08857
H -29.17921 -19.05717 22.75507
H -8.42347 -26.14158 12.83901
O -24.46100 -19.25826 7.40275
C -18.14399 -11.72072 27.25545
C -15.14160 -27.13668 24.22440
H -18.21230 -27.01446 11.53971
H -16.77499 -16.73378 5.34576
O -33.83055 -20.07022 20.71265
H -12.66729 -29.21385 28.93049
H -17.27160 -20.07512 8.40483
O -19.54965 -16.24240 26.19662
H -10.48886 -22.36580 12.97643
H -13.53664 -28.54904 24.32639
O -19.34854 -18.16628 1.27531
H -16.06977 -26.97016 24.77108
O -12.26647 -21.31287 16.49239
C -29.23740 -24.73544 15.87060
H -19.67241 -29.30080 11.85647
H -19.07725 -11.18588 27.07914
H -18.64512 -14.96781 24.94326
C -9.57597 -22.12590 13.52158
H -17.12970 -13.32918 26.60460
H -25.09973 -19.97232 7.34157
H -20.12036 -17.13474 4.38652
H -13.93850 -27.22446 26.41465
C -33.47847 -19.83986 22.04476
H -20.18071 -28.00662 14.49887
H -27.24971 -29.78227 18.07309
H -10.76958 -20.01120 16.97905
C -19.73649 -28.34252 12.37192
H -18.60780 -30.96934 15.75321
H -32.06021 -18.31777 21.48304
C -29.39031 -18.49410 20.65042
H -16.77058 -10.75909 25.76288
H -18.02214 -12.00292 28.30121
C -14.46051 -28.36937 24.87618
H -14.93520 -9.15471 27.58602
O -22.62200 -22.80312 15.42492
H -23.25488 -20.36006 8.65111
H -28.69868 -26.63025 16.13675
H -10.23808 -27.08201 27.54631
C -30.80680 -24.97908 15.97992
C -18.92542 -14.01691 26.84118
H -13.82605 -21.83433 17.76802
O -28.58995 -28.20309 17.98213
H -27.91203 -17.41632 18.69505
H -18.44029 -16.56615 5.70192
O -31.17438 -26.28426 15.54939
C -22.31943 -21.84400 16.41394
O -28.02187 -18.15493 20.67986
H -14.40048 -26.12252 21.82058
C -8.62158 -23.38632 13.43443
N -18.05673 -12.95645 26.45702
C -10.94093 -27.90394 27.68232
H -21.12136 -18.01890 2.31159
O -15.57331 -27.40581 22.94031
C -13.06310 -21.06987 17.62102
H -18.98461 -19.79902 8.08936
H -11.13546 -28.30153 26.68623
N -28.33646 -25.72014 16.38290
O -17.69562 -18.20664 7.41957
N -14.34932 -28.14304 26.32780
H -30.01291 -17.60365 20.73751
C -27.69126 -17.11263 19.71835
H -21.13430 -29.40469 13.79948
N -30.93843 -20.08845 21.92420
H -35.37958 -20.58452 19.46027
C -18.03080 -19.30426 8.27257
H -18.85889 -14.45593 27.83664
H -14.51042 -10.14424 26.10842
H -15.02421 -27.40359 20.88558
C -28.45723 -25.83465 17.85579
C -10.86246 -20.62578 14.80634
O -19.38070 -29.79073 14.21196
H -19.12574 -16.54463 -0.03649
C -17.56663 -18.62404 6.01571
C -32.54508 -26.52985 15.50321
H -17.61322 -15.70349 26.23190
C -8.51467 -25.73959 13.84806
H -31.90693 -18.73642 23.12587
H -18.43013 -19.26021 5.82144
H -32.71714 -27.60046 15.39237
H -13.49993 -20.07192 17.65793
H -23.01646 -18.52764 8.58761
H -9.07071 -26.48899 14.41137
H -16.61733 -19.14294 5.88275
C -14.77316 -10.14752 27.16628
H -21.58292 -23.51520 17.66439
H -32.83488 -26.19182 14.50830
H -25.28507 -20.14745 9.92108
H -11.73158 -20.87835 14.19894
H -19.96626 -16.98058 24.42136
H -24.17177 -19.04413 10.72291
H -18.14730 -18.95539 9.29864
C -13.65315 -29.13450 27.11233
H -26.79503 -27.25925 17.74343
H -19.69251 -18.79898 3.92893
H -20.36068 -22.49860 16.84888
H -28.96822 -30.17998 18.45035
H -8.31532 -23.56040 12.40293
C -28.16503 -29.45194 18.56418
H -26.60632 -17.02043 19.66842
C -23.70822 -19.36975 8.60784
H -21.61601 -28.04358 11.79736
H -14.35667 -29.92767 27.36540
C -18.57653 -15.25280 25.99311
C -32.09576 -19.18036 22.14845
C -19.48154 -17.57414 0.00376
H -12.91428 -29.62894 26.48169
H -12.41109 -21.20083 18.48464
H -29.10420 -23.85778 16.50312
H -7.50769 -25.64931 14.25543
H -28.09018 -29.10615 19.59516
C -35.21505 -20.46806 20.53147
H -33.34205 -20.78030 22.57865
H -20.37887 -30.95162 15.49831
O -9.26099 -24.52717 14.04405
N -18.08867 -17.30180 3.87083
H -13.95566 -28.07807 28.97112
C -20.14904 -17.52630 2.30617
H -18.50497 -17.70238 25.11438
H -23.49601 -23.17686 15.55917
H -27.41083 -26.98842 19.35005
H -28.83242 -20.27060 21.72333
H -19.74907 -29.59266 16.25287
C -19.50496 -17.33411 25.34349
H -18.86065 -18.09706 -0.72367
H -29.48741 -25.92960 18.19902
C -14.61294 -27.19036 21.87224
H -23.21287 -21.56009 16.97005
H -20.14243 -18.12384 25.74104
C -19.47161 -30.34778 15.51740
H -14.49123 -26.26520 24.29964
H -17.45034 -17.92684 3.39970
H -35.80829 -19.64405 20.92792
*
```

Atom charges from the Mulliken analysis, given in e for atoms 1 to 99: atom 1 (H): 0.32, atom 2 (H): 0.27, atom 3 (C): -1.00, atom 4 (C): -0.57, atom 5 (H): 0.31, atom 6 (H): 0.31, atom 7 (O): -0.32, atom 8 (H): 0.40, atom 9 (C): -0.63, atom 10 (H): 0.26, atom 11 (H): 0.20, atom 12 (H): 0.37, atom 13 (H): 0.26, atom 14 (H): 0.44, atom 15 (H): 0.42, atom 16 (C): -0.84, atom 17 (H): 0.28, atom 18 (H): 0.30, atom 19 (H): 0.28, atom 20 (H): 0.31, atom 21 (C): -0.59, atom 22 (H): 0.45, atom 23 (H): 0.33, atom 24 (C): -1.43, atom 25 (N): -0.73, atom 26 (N): -0.40, atom 27 (C): -0.44, atom 28 (H): 0.29, atom 29 (H): 0.30, atom 30 (O): -0.39, atom 31 (H): 0.37, atom 32 (H): 0.28, atom 33 (H): 0.24, atom 34 (C): -0.91, atom 35 (C): -0.92, atom 36 (C): -0.79, atom 37 (H): 0.35, atom 38 (H): 0.43, atom 39 (H): 0.32, atom 40 (C): -0.72, atom 41 (H): 0.31, atom 42 (H): 0.28, atom 43 (H): 0.36, atom 44 (H): 0.43, atom 45 (H): 0.33, atom 46 (H): 0.29, atom 47 (O): -0.54, atom 48 (C): -0.60, atom 49 (C): -0.53, atom 50 (H): 0.41, atom 51 (H): 0.32, atom 52 (O): -0.30, atom 53 (H): 0.38, atom 54 (H): 0.31, atom 55 (O): -0.31, atom 56 (H): 0.38, atom 57 (H): 0.35, atom 58 (O): -0.32, atom 59 (H): 0.31, atom 60 (O): -0.28, atom 61 (C): -0.74, atom 62 (H): 0.34, atom 63 (H): 0.39, atom 64 (H): 0.38, atom 65 (C): -0.61, atom 66 (H): 0.22, atom 67 (H): 0.30, atom 68 (H): 0.36, atom 69 (H): 0.30, atom 70 (C): -0.61, atom 71 (H): 0.34, atom 72 (H): 0.25, atom 73 (H): 0.40, atom 74 (C): 0.33, atom 75 (H): 0.23, atom 76 (H): 0.29, atom 77 (C): -0.12, atom 78 (H): 0.34, atom 79 (H): 0.35, atom 80 (C): -0.56, atom 81 (H): 0.31, atom 82 (O): -0.51, atom 83 (H): 0.22, atom 84 (H): 0.34, atom 85 (H): 0.25, atom 86 (C): -0.55, atom 87 (C): -0.63, atom 88 (H): 0.25, atom 89 (O): -0.28, atom 90 (H): 0.31, atom 91 (H): 0.35, atom 92 (O): -0.31, atom 93 (C): -0.21, atom 94 (O): -0.34, atom 95 (H): 0.31, atom 96 (C): -0.63, atom 97 (N): -0.26, atom 98 (C): -0.62, atom 99 (H): 0.36